This record from OMol25 describes a structure of composition C4H12F2Na2O2S2. The level of theory is ωB97M-V/def2-TZVPD.

Atoms and positions in Å:
Na 31.93566 -15.39270 -25.60368
Na 31.83796 -18.64693 -29.17793
F 30.01329 -18.02263 -26.40409
F 34.09181 -17.51769 -26.93454
C 26.08346 -19.08864 -29.74260
S 25.22302 -19.80493 -28.28820
O 23.82634 -20.21615 -28.87319
C 26.40852 -21.22671 -28.12863
H 26.02836 -19.68091 -30.65598
H 27.12903 -18.92402 -29.48227
H 25.61009 -18.14521 -30.01458
H 27.34636 -20.92740 -27.66072
H 26.68545 -21.75739 -29.03955
H 25.84671 -22.02369 -27.64149
C 28.26741 -18.61269 -21.91281
S 28.50863 -19.64091 -20.39119
O 29.91479 -20.23488 -20.41277
C 28.65920 -18.13188 -19.29758
H 27.25986 -18.19741 -21.89085
H 28.29287 -19.28280 -22.77211
H 28.97816 -17.79168 -22.00701
H 27.70894 -17.69726 -18.98739
H 29.30096 -17.32251 -19.64569
H 29.08164 -18.44208 -18.34185

Its relative energy (zero: lowest compared OMol25 entry of this formula, charge and spin) is 116.0 kcal/mol. Its total energy is -1630.63900 hartree.

=====

This record from OMol25 describes the molecule C4H12FN2PS. The level of theory is ωB97M-V/def2-TZVPD.

Atoms and positions in Å:
C 0.23805 -2.41797 -0.38432
N 0.12301 -1.47217 0.68650
C -1.21238 -1.25108 1.25236
P 1.20574 -0.20336 0.63601
F 1.26803 -0.12890 2.20406
S 3.15746 -0.45524 -0.63890
N 0.43691 1.22322 0.19702
C -0.16515 1.21060 -1.13720
C 1.16786 2.43994 0.45824
H 1.10163 -2.14347 -1.00790
H 0.27930 -3.45960 0.02339
H -0.58142 -2.28981 -1.20516
H -1.51504 -1.96938 2.01603
H -1.04381 -0.32492 1.71685
H -1.98801 -1.39196 0.45596
H -0.61855 0.29934 -1.12892
H -0.78269 2.02314 -1.26034
H 0.55898 1.20217 -2.09363
H 1.74494 2.58717 -0.42357
H 0.36160 3.14572 0.46966
H 1.58765 2.38002 1.48258

Its relative energy (zero: lowest compared OMol25 entry of this formula, charge and spin) is 31.7 kcal/mol. The structure (SMILES) is CN(C)P(F)(=S)N(C)C. Its total energy is -1108.49759 hartree.

=====

This record from OMol25 describes a structure of composition C4H12FeO7. The level of theory is ωB97M-V/def2-TZVPD.

Atoms and positions in Å:
Fe 0.07034 -0.28495 0.29562
C -2.66833 -1.68316 -2.53423
C -1.65400 -1.17858 -1.48770
O -1.43015 -1.83918 -0.46121
O -0.95639 -0.13033 -1.64048
H -2.13990 -1.86884 -3.46932
H -3.40977 -0.91348 -2.74863
H -3.07705 -2.66362 -2.28981
C 2.30600 3.21244 1.18949
C 1.59484 1.85784 0.91386
O 1.11445 1.63101 -0.23047
O 1.28812 0.90015 1.70028
H 3.02349 3.48996 0.41730
H 3.02156 3.03053 1.99136
H 1.63872 4.04442 1.41453
O 1.60555 -1.29752 -0.95996
H 1.90468 -0.70704 -1.65140
H 2.04529 -2.12713 -1.14595
O -1.49543 0.69179 1.31455
H -1.78590 0.46683 2.19843
H -1.75756 1.60537 1.20103
O 0.22315 -1.76307 1.76640
H -0.14001 -1.89060 2.64280
H 0.67823 -2.58281 1.57358

Its relative energy (zero: lowest compared OMol25 entry of this formula, charge and spin) is 25.0 kcal/mol. The spin multiplicity is 5. Its total energy is -1950.07343 hartree.

=====

This record from OMol25 describes a structure of composition C4H12KO7. The level of theory is ωB97M-V/def2-TZVPD.

Atoms and positions in Å:
K -0.89656 0.11702 0.17852
C -1.35586 -2.80623 2.72701
C -0.01950 -2.80754 1.91735
O 0.60237 -1.70200 1.87512
O 0.23961 -3.86985 1.35780
H -2.16642 -2.54975 2.02585
H -1.34684 -2.07164 3.53397
H -1.57969 -3.79629 3.12188
C 2.21831 2.60771 -2.18562
C 1.81839 1.14650 -2.42038
O 2.07858 0.67324 -3.52307
O 1.28976 0.57619 -1.41303
H 2.52987 3.08578 -3.11500
H 3.05104 2.65749 -1.47814
H 1.38530 3.16539 -1.74671
O -1.61853 2.60586 -1.00026
H -1.72266 3.16381 -1.77615
H -0.98686 3.08383 -0.45210
O -1.37113 0.52453 2.93367
H -2.28499 0.23003 3.01041
H -1.37095 1.43463 3.24747
O 0.11706 -1.94657 -2.31992
H 0.92709 -2.45276 -2.42583
H 0.46260 -1.06939 -2.07281

As for the net charge: -1. Its relative energy (zero: lowest compared OMol25 entry of this formula, charge and spin) is 0.0 kcal/mol. Its total energy is -1286.36118 hartree.

=====

This record from OMol25 describes a cluster of 2 separate species, C4H12N2 in total. The level of theory is ωB97M-V/def2-TZVPD.

Atoms and positions in Å:
C 0.18873 1.57837 -1.80603
N -0.49889 1.84075 -0.77963
C 0.22378 1.88897 0.47797
H 1.27687 1.44418 -1.83437
H -0.19563 1.88454 -2.77607
H 1.25010 2.24610 0.28641
H 0.45251 0.88222 0.85590
H -0.08250 2.61486 1.23288
C 1.20889 -1.79845 0.69866
C -0.28445 -1.76392 1.13230
N -1.06623 -1.34678 -0.06098
H 1.42569 -2.86000 0.54393
H 1.33167 -1.25962 -0.23442
H 1.84468 -1.67786 1.59129
H -0.45818 -2.79133 1.45060
H -0.53526 -1.17508 2.02383
H -1.21316 -0.34316 -0.00784
H -1.94238 -1.84435 -0.09964

Its relative energy (zero: lowest compared OMol25 entry of this formula, charge and spin) is 51.8 kcal/mol. The structure (SMILES) is C=NC.CCN. Its total energy is -269.03379 hartree.

=====

This record from OMol25 describes a cluster of 2 separate species, C4H12N2 in total. The level of theory is ωB97M-V/def2-TZVPD.

Atoms and positions in Å:
C -2.54199 -0.05900 -1.63671
C -1.23885 0.25753 -1.76726
C -0.39651 -0.61061 -2.63971
H -3.09077 0.37028 -0.80540
H -3.08040 -0.60820 -2.39362
H -0.97941 1.29515 -1.58040
H -0.91859 -1.37528 -3.23138
H 0.21927 -1.24023 -1.98678
H 0.22412 -0.15421 -3.41434
N 0.79795 -0.99185 2.31113
C 1.54183 -0.00295 1.53177
N 1.55524 1.41915 1.75083
H -0.15799 -0.69187 2.42919
H 1.29233 -1.16616 3.16617
H 1.29149 -0.20746 0.48413
H 2.57642 -0.33212 1.52336
H 1.80298 1.54673 2.73092
H 0.63809 1.85445 1.66432

Its relative energy (zero: lowest compared OMol25 entry of this formula, charge and spin) is 49.5 kcal/mol. The structure (SMILES) is C=CC.NCN. Its total energy is -269.03749 hartree.

=====

This record from OMol25 describes a cluster of 2 separate species, C4H12N2 in total. The level of theory is ωB97M-V/def2-TZVPD.

Atoms and positions in Å:
C 1.01610 -0.11693 -1.25932
C 1.20766 0.16377 0.03261
C 1.66442 -0.86391 1.02886
N 1.40775 1.50748 0.50228
H 1.08357 -1.12301 -1.63056
H 0.74630 0.64582 -1.97053
H 2.70154 -0.68634 1.30873
H 1.06257 -0.80145 1.93696
H 1.57467 -1.86813 0.62363
H 1.41554 1.63398 1.50254
H 1.08454 2.23170 -0.12074
C -2.53024 -0.09124 -0.68848
N -1.70856 -0.15988 0.51166
H -2.94062 -1.07928 -0.89300
H -1.97725 0.23331 -1.57921
H -3.34574 0.61300 -0.52511
H -1.13602 -0.99813 0.49299
H -1.32621 0.75923 0.72670

Its relative energy (zero: lowest compared OMol25 entry of this formula, charge and spin) is 28.6 kcal/mol. The structure (SMILES) is C=C(C)N.CN. Its total energy is -269.07081 hartree.

=====

This record from OMol25 describes a cluster of 2 separate species, C4H12N2 in total. The level of theory is ωB97M-V/def2-TZVPD.

Atoms and positions in Å:
C 1.52984 -0.83066 0.00572
C 1.15344 0.38840 -0.43936
C 1.32229 1.60500 0.43062
N 0.50577 0.55812 -1.63740
H 2.12853 -0.93275 0.90546
H 1.44607 -1.70602 -0.62998
H 1.38808 1.33882 1.49015
H 0.47262 2.28690 0.31982
H 2.23683 2.13791 0.15124
H 0.64655 -0.19133 -2.30858
H 0.53823 1.50096 -2.01501
C -2.25688 -1.25095 0.27436
N -1.58423 -0.39308 1.23521
H -2.07718 -2.30108 0.52335
H -1.87592 -1.07513 -0.73753
H -3.33665 -1.07701 0.27432
H -1.68476 0.57429 0.92455
H -0.55264 -0.63237 1.23306

Its relative energy (zero: lowest compared OMol25 entry of this formula, charge and spin) is 21.9 kcal/mol. The structure (SMILES) is C=C(C)N.CN. Its total energy is -269.08141 hartree.